(1)
Below is C9H23NO9PS3 as an isolated structure at a distorted geometry, with properties calculated with ωB97M-V with the def2-TZVPD basis set.

Properties
max |F| = 0.150 hartree/bohr
total charge = -1
energy above the lowest of the compared OMol25 structures with the same formula, charge and spin = 38.5 kcal per mole
calculated total energy = -2624.6150 a.u.
spin multiplicity = 1
HOMO = -5.625 eV

Element x y z (Å)
C1 1.220557 -2.197014 -3.795841
C2 1.130513 -0.744546 -3.273798
C3 -0.087912 0.024715 -3.907179
O1 -0.528624 -0.739302 -5.050004
S1 -2.160333 -0.798647 -5.102976
O2 -2.491576 -1.572887 -6.257612
O3 -2.600328 0.565952 -5.114993
N1 -2.483374 -1.629003 -3.731447
S2 -4.066119 -1.785875 -3.431483
O4 -4.540906 -3.142875 -3.527233
O5 -4.935760 -0.883736 -4.140750
S3 -4.232553 -1.272786 -1.372841
H1 1.541715 -2.262024 -4.839737
H2 0.266532 -2.712387 -3.636704
H3 1.981172 -2.740379 -3.206908
H4 2.017476 -0.143849 -3.512065
H5 0.985732 -0.837102 -2.187040
H6 0.235590 1.028772 -4.215608
H7 -0.896223 0.167960 -3.182784
H8 -2.935395 -1.332053 -0.979407
O6 0.668845 2.683750 2.630656
P1 1.019648 1.232148 2.710343
O7 1.166902 0.804771 1.142579
C4 2.330168 1.214187 0.423445
C5 3.578912 0.487086 0.892548
O8 -0.466471 0.605980 3.027516
C6 -1.524394 1.447600 3.488463
C7 -2.349064 1.986325 2.334218
O9 1.695939 -0.196045 3.234819
C8 2.170244 -0.230961 4.595124
C9 1.061656 -0.035032 5.613513
H9 2.458008 2.297964 0.508568
H10 2.149208 0.982069 -0.625845
H11 3.838050 0.769925 1.916852
H12 4.427742 0.728284 0.250944
H13 3.423040 -0.591656 0.884592
H14 -1.128149 2.253283 4.107075
H15 -2.158279 0.838367 4.137236
H16 -1.726245 2.330042 1.509282
H17 -2.979288 2.814549 2.663368
H18 -2.995110 1.204730 1.930894
H19 2.946363 0.528454 4.724730
H20 2.634428 -1.206301 4.739940
H21 0.657675 0.980237 5.573339
H22 1.442922 -0.200062 6.622725
H23 0.237070 -0.722630 5.429486

Atoms 1-6, force components in eV/Å:
0.7 0.0 0.5
-0.9 -0.1 -0.5
1.0 -0.3 0.5
-1.3 0.4 0.7
-0.3 -0.3 -0.1
0.5 -0.2 -0.3

=====

(2)
Below is C9H23O3PtSi as an isolated structure, with properties calculated with ωB97M-V with the def2-TZVPD basis set.

Properties
max |F| = 0.011 hartree/bohr
total charge = +3
calculated total energy = -990.0186 a.u.
spin multiplicity = 1
HOMO = -21.534 eV

Element x y z (Å)
Pt1 -0.586368 -0.034089 -0.818576
C1 -1.687717 -2.874082 -1.098063
O1 -0.468955 -2.044296 -1.070549
C2 0.356858 -2.185034 -2.282114
C3 1.635718 -1.431246 -2.014210
O2 1.275575 -0.098270 -1.451738
C4 1.745384 1.219929 -1.962412
C5 0.534154 2.088847 -2.193470
O3 -0.301908 1.970880 -0.985601
C6 -1.455475 2.889325 -0.993025
H1 -1.371200 -3.913411 -1.042674
H2 -2.260356 -2.611689 -0.211984
H3 -2.245327 -2.675836 -2.011981
H4 0.573884 -3.243901 -2.432819
H5 -0.207790 -1.800000 -3.133468
H6 2.220806 -1.905277 -1.229197
H7 2.238555 -1.289345 -2.909527
H8 2.372582 1.610684 -1.164111
H9 2.330156 1.064840 -2.867574
H10 0.838036 3.131080 -2.304576
H11 -0.061290 1.785071 -3.056639
H12 -1.064342 3.900442 -0.902907
H13 -2.019056 2.762423 -1.916005
H14 -2.054365 2.640961 -0.120126
C7 -1.158363 1.479876 3.294089
Si1 -0.040425 0.082035 2.964741
C8 -0.681503 -1.619485 3.070552
C9 1.742235 0.381664 2.748099
H15 -1.148107 1.599687 4.391179
H16 -2.199336 1.288394 3.030659
H17 -0.811097 2.428837 2.885170
H18 -0.598885 -1.890636 4.136937
H19 -0.088760 -2.353321 2.524482
H20 -1.742500 -1.701584 2.831192
H21 2.165033 0.418344 3.765672
H22 1.960680 1.351577 2.299939
H23 2.263484 -0.423404 2.230628

Atoms 1-6, force components in eV/Å:
0.0 0.0 -0.6
0.0 0.0 0.0
0.0 0.0 0.0
0.0 0.0 0.0
0.1 0.0 0.2
-0.3 0.0 -0.1

=====

(3)
Below is C9H24AsIrN3S as an isolated structure, with properties calculated with ωB97M-V with the def2-TZVPD basis set.

Properties
max |F| = 0.015 hartree/bohr
total charge = +3
calculated total energy = -3258.8301 a.u.
spin multiplicity = 1
HOMO = -19.520 eV

Element x y z (Å)
Ir1 0.048282 -0.065541 0.441338
C1 1.632364 1.544119 -1.508054
C2 0.374354 2.293156 -1.069663
N1 -0.711356 1.286661 -0.843245
C3 -1.197933 0.631334 -2.111264
C4 -1.576528 -0.809669 -1.817728
N2 -0.553335 -1.456052 -0.921302
C5 0.664775 -2.048978 -1.563737
C6 1.574305 -0.932786 -2.018683
N3 1.609276 0.134377 -0.939147
H1 1.744287 1.482096 -2.587750
H2 2.507260 2.071938 -1.132519
H3 0.528061 2.801106 -0.117912
H4 0.062705 3.044521 -1.797639
H5 -1.493271 1.756648 -0.384598
H6 -2.065073 1.177498 -2.483274
H7 -0.418460 0.724435 -2.860937
H8 -2.523496 -0.843942 -1.278552
H9 -1.697367 -1.391598 -2.732368
H10 -1.029351 -2.223130 -0.446172
H11 1.151323 -2.643591 -0.788385
H12 0.397714 -2.728085 -2.374891
H13 2.577412 -1.327704 -2.180846
H14 1.262719 -0.477018 -2.953315
H15 2.479695 0.007536 -0.426670
C7 1.573497 0.601008 4.717454
As1 -0.229851 -0.012142 4.576379
C8 -1.437724 1.132971 5.507679
C9 -0.390053 -1.831552 5.136594
S1 -0.949403 0.122714 2.466761
H16 1.815663 0.593199 5.783073
H17 1.655094 1.615683 4.334370
H18 2.237323 -0.079157 4.188740
H19 -1.192629 1.037916 6.568176
H20 -2.461643 0.809010 5.331745
H21 -1.293867 2.161503 5.183103
H22 -0.224980 -1.849411 6.216067
H23 0.367892 -2.431830 4.637938
H24 -1.389682 -2.198542 4.912734

Atoms 1-6, force components in eV/Å:
0.3 -0.5 0.3
0.1 0.1 0.1
0.1 -0.1 0.0
0.0 0.0 0.0
-0.1 -0.1 0.0
0.0 0.0 0.0

=====

(4)
Below is an isolated ion of composition C9H24B2NO and charge -1 at a distorted geometry, with properties calculated with ωB97M-V with the def2-TZVPD basis set.

Properties
max |F| = 0.034 hartree/bohr
total charge = -1
calculated total energy = -537.0779 a.u.
spin multiplicity = 1
HOMO = -3.746 eV

Element x y z (Å)
C1 2.242078 -1.784002 1.085347
C2 2.945643 -1.755130 -0.298469
C3 2.880633 -0.394192 -1.044867
C4 3.185224 0.853820 -0.180051
C5 1.987610 1.425272 0.625999
C6 0.608541 1.308659 -0.070204
C7 -0.423844 2.135178 0.781802
C8 -1.690239 1.327543 1.174484
C9 -2.764319 1.328912 0.033640
B1 -2.626204 0.055442 -1.011897
B2 -3.432378 -1.317668 -0.504231
N1 -3.388763 -2.604027 -1.316848
O1 -4.208202 -1.371483 0.689740
H1 2.608861 -2.686087 1.610984
H2 2.485502 -0.938157 1.734072
H3 1.158143 -1.936204 0.994681
H4 3.964670 -2.147080 -0.174458
H5 2.412663 -2.484270 -0.932876
H6 1.937177 -0.334025 -1.600823
H7 3.671469 -0.436309 -1.818494
H8 4.041357 0.633924 0.482155
H9 3.529560 1.645988 -0.865503
H10 1.882655 1.023198 1.643455
H11 2.180639 2.506710 0.755869
H12 0.633905 1.766689 -1.071162
H13 0.254819 0.274535 -0.124504
H14 0.089071 2.416790 1.724380
H15 -0.699336 3.077042 0.290256
H16 -1.473025 0.294919 1.485484
H17 -2.134715 1.856869 2.043242
H18 -3.754496 1.283565 0.531060
H19 -2.719894 2.305674 -0.495404
H20 -1.465237 -0.240899 -1.228354
H21 -3.113225 0.406654 -2.073049
H22 -2.421443 -2.716585 -1.589356
H23 -3.935465 -2.500747 -2.159122
H24 -4.449436 -2.280519 0.873021

Atoms 1-6, force components in eV/Å:
0.4 -1.0 -0.1
-1.0 0.1 0.2
1.0 -0.5 0.1
-0.5 -0.2 -0.2
-0.1 0.4 -0.6
-0.2 1.1 0.8

=====

(5)
Below is a 2-piece molecular cluster, C9H24ClNO3PSi overall at a distorted geometry, with properties calculated with ωB97M-V with the def2-TZVPD basis set.

Properties
max |F| = 0.037 hartree/bohr
total charge = +1
calculated total energy = -1728.4998 a.u.
spin multiplicity = 1
HOMO = -11.273 eV

Element x y z (Å)
O1 4.523467 -4.682904 1.539418
O2 4.785169 -3.315928 1.324323
C1 3.646235 -2.678247 0.767460
Si1 2.133545 -2.671801 1.970237
P1 0.552369 -3.852501 0.945542
O3 -0.916411 -3.010474 1.004441
Cl1 0.294626 -5.519037 2.218680
H1 4.289788 -5.108278 0.700191
H2 3.370187 -3.126478 -0.210217
H3 3.927765 -1.634666 0.550441
H4 1.768468 -1.280097 2.275305
H5 2.534322 -3.341988 3.218252
H6 -1.443498 -3.409881 0.314604
C2 1.533610 0.817592 -1.300947
C3 0.289921 -0.065657 -1.340195
C4 -1.052869 0.642338 -1.439169
N1 -1.443213 1.496602 -0.244656
C5 -0.971194 0.907842 1.051897
C6 -0.947512 2.927558 -0.408697
C7 -2.043953 3.627395 -1.181831
C8 -3.313418 3.073015 -0.559585
C9 -2.979928 1.631571 -0.190142
H7 1.551395 1.482897 -0.436457
H8 2.424875 0.193002 -1.238622
H9 1.615773 1.423805 -2.205249
H10 0.292667 -0.745920 -0.484723
H11 0.372449 -0.706938 -2.221440
H12 -1.820922 -0.124751 -1.529954
H13 -1.105219 1.272708 -2.326725
H14 0.114276 0.928428 1.083999
H15 -1.346467 -0.111863 1.123845
H16 -1.364082 1.514383 1.864616
H17 -0.834223 3.353511 0.588047
H18 0.008574 2.930458 -0.924854
H19 -1.993872 3.376576 -2.243465
H20 -1.980376 4.710634 -1.095495
H21 -4.163840 3.130871 -1.236923
H22 -3.577584 3.635426 0.337479
H23 -3.421166 0.915246 -0.877691
H24 -3.309733 1.395552 0.818261

Atoms 1-6, force components in eV/Å:
-0.6 -0.5 0.9
0.2 0.4 -0.7
-0.8 0.0 -0.2
1.0 0.0 0.9
-1.3 -1.1 -0.9
1.3 0.0 0.7

=====

(6)
Below is C9H24CoO3P2 as an isolated structure at a distorted geometry, with properties calculated with ωB97M-V with the def2-TZVPD basis set.

Properties
max |F| = 0.150 hartree/bohr
total charge = +1
energy above the lowest of the compared OMol25 structures with the same formula, charge and spin = 31.5 kcal per mole
calculated total energy = -2647.9972 a.u.
<S²> = 6.02
spin multiplicity = 5
HOMO (spin up / spin down) = -10.082 / -13.701 eV

Element x y z (Å)
Co1 1.282905 0.039578 -0.985862
H1 -3.003510 -2.566982 -0.853691
H2 -2.053690 0.782928 3.092311
P1 -0.130563 -1.735458 -1.011525
P2 0.284826 1.802300 -1.265902
C1 1.307278 3.168746 -0.558496
H3 0.984606 4.126293 -0.962720
H4 1.201564 3.174478 0.538970
H5 2.377609 3.042934 -0.781713
C2 -0.186931 2.434831 -2.902442
H6 -1.178108 2.005854 -3.129535
H7 -0.228164 3.537642 -2.872576
H8 0.544804 2.080161 -3.641230
C3 -1.231449 2.176020 -0.326338
H9 -1.043751 2.007916 0.748131
H10 -1.489512 3.234494 -0.505160
H11 -2.039107 1.532878 -0.684379
C4 -0.401367 -2.476656 -2.655877
H12 -0.374640 -3.576129 -2.493318
H13 -1.382837 -2.125148 -3.020316
H14 0.406629 -2.146731 -3.322102
C5 1.137209 -2.870806 -0.322436
H15 1.015816 -2.864561 0.781030
H16 0.875595 -3.862240 -0.755644
H17 2.138803 -2.528717 -0.619585
C6 -1.527179 -2.608099 -0.105745
H18 -3.023112 -2.376231 -0.069214
H19 -1.388922 -3.691280 -0.296566
H20 -1.404004 -2.426303 0.975542
C7 2.343165 0.096586 0.346270
O1 2.915123 0.023174 1.352312
H21 0.703668 -0.122435 -2.283651
C8 0.818167 0.102184 4.620302
O2 -0.583109 0.176724 4.300428
C9 -0.957168 0.782758 3.184511
O3 -0.169860 1.295912 2.374712
H22 1.036127 0.913593 5.358497
H23 1.440408 0.285120 3.714532
H24 0.982680 -0.845343 5.038458

Atoms 1-6, force components in eV/Å:
-1.5 -2.1 -1.7
-2.1 0.3 0.2
0.2 0.0 -0.1
-0.8 -2.1 0.7
-1.5 4.6 0.5
0.6 -0.3 0.0

=====

(7)
Below is C9H24Li2O5 as an isolated structure at a distorted geometry, with properties calculated with ωB97M-V with the def2-TZVPD basis set.

Properties
max |F| = 0.047 hartree/bohr
energy above the lowest of the compared OMol25 structures with the same formula, charge and spin = 28.1 kcal per mole
calculated total energy = -748.6011 a.u.
spin multiplicity = 1
HOMO = -7.430 eV

Element x y z (Å)
Li1 22.379463 3.504476 2.290123
Li2 22.471226 2.937563 -0.433873
C1 25.416730 1.794940 1.636638
C2 25.145634 3.313322 1.539704
O1 23.918422 3.735332 0.961803
H1 26.475309 1.530578 1.598176
H2 24.826013 1.210505 0.933713
H3 25.153737 1.478448 2.651292
H4 25.868742 3.850869 0.915286
H5 25.223602 3.769755 2.535021
C3 20.633062 -0.065032 1.528591
C4 20.281895 1.416829 1.546745
O2 21.199867 2.296753 1.037622
H6 19.860986 -0.771309 1.826275
H7 21.523370 -0.219951 2.159845
H8 21.114533 -0.377966 0.594044
H9 19.886861 1.679914 2.542210
H10 19.368622 1.431202 0.916940
C5 22.420025 4.760156 -4.169091
C6 21.484542 4.250580 -3.075047
C7 20.922842 2.829597 -3.206247
O3 22.025373 4.369109 -1.758640
H11 22.650477 5.803067 -3.938288
H12 21.999325 4.627201 -5.163858
H13 23.413046 4.301985 -4.228434
H14 20.650519 4.959686 -3.022475
H15 20.220799 2.599344 -4.006166
H16 20.442543 2.555010 -2.261897
H17 21.702257 2.062407 -3.241505
H18 22.885450 4.804458 -1.825680
C8 23.501074 -0.682766 -2.769749
C9 24.290927 0.553384 -2.326901
O4 23.432923 1.328578 -1.431413
O5 23.099793 -1.397825 -1.615822
H19 24.130442 -1.319318 -3.404486
H20 22.661051 -0.397927 -3.409026
H21 24.437609 1.137466 -3.233670
H22 25.136215 0.295865 -1.689567
H23 23.396393 0.655783 -0.729183
H24 22.230864 -1.766390 -1.794602

Atoms 1-6, force components in eV/Å:
0.2 -0.7 -1.7
0.2 -0.2 1.0
-0.1 0.4 0.9
-0.7 1.2 -1.3
-1.2 -1.0 0.9
0.1 0.2 -0.5

=====

(8)
Below is a 2-piece molecular cluster, C9H24N2Si overall at a distorted geometry, with properties calculated with ωB97M-V with the def2-TZVPD basis set.

Properties
max |F| = 0.020 hartree/bohr
energy above the lowest of the compared OMol25 structures with the same formula, charge and spin = 0.0 kcal per mole
calculated total energy = -756.3047 a.u.
SMILES string = [H]/N=[Si](\CC)C(C)(C)C.CC(C)N
spin multiplicity = 1
HOMO = -9.217 eV

Element x y z (Å)
H1 1.415105 -1.650768 2.652152
N1 1.695979 -0.811685 2.168883
Si1 1.752773 -0.695375 0.556204
C1 1.335252 -1.888589 -0.866227
C2 1.010026 -3.282203 -0.340058
C3 2.264219 1.021574 -0.094571
C4 1.070169 1.663626 -0.804750
C5 2.672885 1.901120 1.082154
C6 3.438091 0.924384 -1.071797
H2 0.464051 -1.511602 -1.411564
H3 2.152522 -1.968166 -1.587842
H4 0.683242 -3.936016 -1.144425
H5 1.882800 -3.729315 0.128387
H6 0.214749 -3.232232 0.401841
H7 1.307956 2.679566 -1.110933
H8 0.786991 1.107074 -1.693655
H9 0.212012 1.701468 -0.141302
H10 1.849005 2.007598 1.780887
H11 2.970003 2.891142 0.736906
H12 3.504425 1.455166 1.618909
H13 4.300168 0.460454 -0.594601
H14 3.178771 0.343999 -1.956113
H15 3.734789 1.920105 -1.402999
C7 -4.310551 -0.558575 -0.455367
C8 -3.502771 0.205544 0.591648
C9 -2.975975 1.510795 -0.002157
N2 -2.375020 -0.620511 1.007699
H16 -5.153617 0.040196 -0.791306
H17 -3.677992 -0.788640 -1.308418
H18 -4.689759 -1.491699 -0.044685
H19 -4.173633 0.454403 1.436719
H20 -3.797710 2.096630 -0.404962
H21 -2.275676 1.290784 -0.803491
H22 -2.466076 2.103549 0.752564
H23 -2.703976 -1.480977 1.433957
H24 -1.793213 -0.132824 1.682319

Atoms 1-6, force components in eV/Å:
0.0 -0.2 0.0
0.0 -0.1 -1.0
0.0 0.6 0.0
0.0 -0.1 0.5
-0.1 0.0 0.1
0.1 -0.1 0.1